No. 1
Here is 3 unconnected molecules or ions with the total composition C21H23F16N2O7P at a distorted geometry from the OMol25 dataset. Energies are from ωB97M-V/def2-TZVPD.

Last column: natural (NBO) charge in e.
Atoms and positions in Å:
C  -5.2192  -1.5941  -1.3834  -0.64
C  -3.8033  -1.5828  -0.8134  -0.07
O  -2.9720  -0.5846  -1.4364  -0.54
C  -1.6966  -0.6157  -0.8194  -0.12
C  -0.5244  -0.7444  -1.7733  -0.02
C  -0.3808  -1.5621  -2.8244  -0.40
P  -1.6658  -2.7648  -3.3566  1.32
N  -1.3973  -3.3656  -4.7827  -1.29
C  0.9274  -1.4971  -3.5937  0.52
O  0.9993  -1.6652  -4.7831  -0.46
C  2.1607  -1.1501  -2.8035  -0.09
C  3.4940  -1.6879  -3.2665  -0.12
O  4.0422  -2.7411  -2.4434  -0.42
N  3.1354  -3.2318  -1.4589  0.37
O  3.0561  -4.3911  -1.5109  -0.23
C  2.0061  -0.3304  -1.7642  -0.01
C  3.1429  0.1313  -0.8922  -0.66
C  0.6327  0.1633  -1.4308  0.52
O  0.4873  1.2285  -0.8766  -0.51
H  -5.3492  -2.4709  -2.0201  0.21
H  -5.9100  -1.7488  -0.5539  0.22
H  -5.4641  -0.6785  -1.9133  0.23
H  -3.3000  -2.5460  -0.9339  0.16
H  -3.8544  -1.3247  0.2476  0.18
H  -1.5612  0.3317  -0.2909  0.22
H  -1.6192  -1.4110  -0.0714  0.20
H  -2.9095  -2.1140  -3.3189  -0.03
H  -1.6822  -3.7695  -2.3606  -0.07
H  -2.1592  -3.1555  -5.4137  0.38
H  3.3856  -2.0797  -4.2758  0.23
H  4.2123  -0.8686  -3.2415  0.20
H  3.9537  -0.5907  -0.8766  0.23
H  3.5214  1.0643  -1.3223  0.24
H  2.8075  0.3432  0.1205  0.24
F  -4.5413  -0.7999  3.8541  -0.32
C  -3.2168  -1.0185  3.8054  0.52
F  -2.8167  -0.7968  2.5278  -0.33
C  -2.8556  -2.4564  4.1867  0.60
F  -3.3817  -3.3173  3.2894  -0.31
F  -1.4993  -2.5332  4.0650  -0.33
C  -3.1840  -2.9317  5.6149  -0.13
O  -4.3594  -3.7072  5.8081  -0.51
C  -5.5875  -3.1277  6.0489  0.85
F  -5.4895  -1.8008  6.2394  -0.32
F  -6.0543  -3.6552  7.2005  -0.32
C  -6.6017  -3.4775  4.9552  0.50
F  -6.1773  -3.0450  3.7524  -0.32
F  -7.7765  -2.8704  5.2298  -0.32
H  -2.7109  -0.3004  4.4559  0.14
H  -2.3795  -3.6225  5.8633  0.23
H  -3.1106  -2.1195  6.3381  0.21
H  -6.7517  -4.5578  4.9105  0.15
F  4.0343  5.6949  -2.9296  -0.32
C  3.2411  6.3896  -2.0942  0.52
F  3.0475  7.6133  -2.6379  -0.32
C  3.8793  6.5581  -0.7119  0.60
F  5.0084  7.2907  -0.8074  -0.31
F  2.9873  7.2907  0.0142  -0.33
C  4.1567  5.2882  0.1154  -0.14
O  5.4813  4.7666  0.1240  -0.51
C  5.9222  3.8710  -0.8253  0.85
F  4.9220  3.4474  -1.6177  -0.32
F  6.3756  2.7859  -0.1569  -0.32
C  7.0976  4.4298  -1.6322  0.50
F  6.7433  5.5563  -2.2749  -0.32
F  7.4730  3.5166  -2.5557  -0.32
H  2.2724  5.8883  -2.0155  0.14
H  3.9997  5.5965  1.1479  0.23
H  3.4168  4.5111  -0.0771  0.21
H  7.9395  4.6472  -0.9721  0.15

- lowest unoccupied orbital energy (eV) = -1.35
- SMILES string = CCOCC1=C([PH2]=N)C(=O)C(CON=O)=C(C)C1=O.FC(F)C(F)(F)COC(F)(F)C(F)F.FC(F)C(F)(F)COC(F)(F)C(F)F
- HOMO-LUMO gap (eV) = 7.1
- HOMO energy (eV) = -8.4865


No. 2
Here is a molecular structure, C21H23F32IO5Si2 from the OMol25 dataset. Energies are from ωB97M-V/def2-TZVPD.

Last column: Mulliken charge in e.
Atoms and positions in Å:
C  2.2720  -0.8908  -3.0062  -0.60
Si  1.8801  -2.4677  -2.1259  0.37
O  1.4431  -3.7142  -3.1393  0.14
Si  2.0573  -4.1862  -4.5747  0.16
I  0.2483  -4.1475  -6.1966  -0.10
H  2.5594  -0.1778  -2.2216  -0.16
H  1.3816  -0.4919  -3.5053  0.33
H  3.1000  -0.9419  -3.7200  0.39
H  3.0099  -2.8982  -1.2720  -0.14
H  0.7208  -2.2337  -1.2475  -0.14
H  3.1286  -3.2771  -5.0179  -0.16
H  2.5475  -5.5685  -4.4969  -0.12
C  1.0753  2.7205  2.4597  -0.57
C  1.2680  4.2330  2.5993  0.79
C  0.6962  5.1117  1.4835  0.36
F  1.3193  4.8558  0.3087  -0.23
F  0.9011  6.4098  1.7893  -0.31
F  2.5622  4.5388  2.8076  -0.28
F  0.5574  4.5873  3.7130  -0.34
O  2.1669  2.0028  1.9167  -0.29
C  2.2671  1.7326  0.5914  0.69
C  3.6117  2.2157  0.0238  0.18
F  3.7174  3.5476  0.1763  -0.23
F  3.6516  1.9297  -1.2971  -0.25
F  1.2356  2.2062  -0.1298  -0.25
F  2.2573  0.3750  0.4360  -0.34
H  0.9854  2.3597  3.4838  0.17
H  0.1415  2.4916  1.9443  0.40
H  -0.3736  4.9311  1.3739  0.15
H  4.4340  1.7130  0.5358  0.28
C  -4.1524  -4.8352  -1.4310  -0.75
C  -4.6322  -6.1584  -2.0342  0.93
C  -4.7091  -7.3716  -1.0996  0.05
F  -3.4809  -7.6924  -0.6459  -0.21
F  -5.1960  -8.4222  -1.7934  -0.27
F  -3.9210  -6.4718  -3.1309  -0.27
F  -5.9317  -5.9365  -2.4137  -0.33
O  -2.7931  -4.5251  -1.6410  -0.35
C  -1.8272  -4.8415  -0.7346  0.73
C  -0.7137  -5.6818  -1.3792  0.50
F  -1.2241  -6.8422  -1.8381  -0.24
F  0.2129  -5.9649  -0.4350  -0.25
F  -2.3229  -5.4445  0.3606  -0.30
F  -1.2377  -3.6887  -0.3258  -0.23
H  -4.7043  -4.0697  -1.9752  0.39
H  -4.4291  -4.7722  -0.3777  0.31
H  -5.3698  -7.1649  -0.2541  0.30
H  -0.2498  -5.1239  -2.1946  0.03
C  2.7599  -0.2344  5.4105  -0.90
C  1.3124  -0.3666  5.8898  1.02
C  0.9073  -1.6717  6.5862  -0.01
F  1.0283  -2.7136  5.7427  -0.21
F  -0.3839  -1.5722  6.9657  -0.27
F  0.4556  -0.0907  4.8863  -0.24
F  1.1580  0.5962  6.8534  -0.35
O  2.9781  -0.4779  4.0370  -0.18
C  3.3590  -1.6938  3.5557  0.67
C  2.3771  -2.2245  2.5012  0.99
F  1.1505  -2.3581  3.0436  -0.26
F  2.8052  -3.4371  2.0910  -0.28
F  3.5529  -2.5977  4.5335  -0.31
F  4.5456  -1.5304  2.9146  -0.31
H  2.9911  0.8225  5.5428  0.42
H  3.4363  -0.8067  6.0459  0.36
H  1.5281  -1.8421  7.4692  0.30
H  2.3293  -1.5409  1.6545  -0.36
C  -1.9691  6.2155  -1.2631  -0.86
C  -2.2502  4.7131  -1.1733  0.84
C  -1.2538  3.7668  -1.8572  0.39
F  -1.2640  3.9658  -3.1893  -0.24
F  -1.6330  2.4943  -1.6090  -0.27
F  -3.5027  4.4304  -1.5604  -0.30
F  -2.1398  4.3994  0.1668  -0.31
O  -2.6895  6.9073  -2.2573  -0.42
C  -2.1795  7.1233  -3.5028  0.83
C  -3.1187  6.5824  -4.5941  0.17
F  -3.2863  5.2551  -4.4373  -0.22
F  -2.5531  6.8056  -5.7995  -0.25
F  -0.9402  6.6242  -3.6441  -0.29
F  -2.1001  8.4637  -3.6986  -0.31
H  -2.3289  6.6234  -0.3185  0.46
H  -0.8952  6.4003  -1.3285  0.45
H  -0.2437  3.9217  -1.4676  0.08
H  -4.0840  7.0884  -4.5389  0.25

- lowest unoccupied orbital energy (eV) = 0.38
- HOMO-LUMO gap (eV) = 10.2
- HOMO energy (eV) = -9.8268


Question: The lowest lowest unoccupied orbital energy belongs to which entry?
Answer: C21H23F16N2O7P